Molecular formula: C13H23F6O7S
Method: DFT, ωB97M-V with the def2-TZVPD basis set

Computed properties:
Frontier orbital gap   9.81 eV
Multiplicity   1
LUMO energy   -0.1220 hartree
Charge   +1

Last column: Löwdin charge in e.
Atoms and positions in Å:
C (0.1135, 1.7363, 1.3704)  -0.051
C (-1.1635, 1.1298, 1.9002)  -0.240
O (-1.7706, 0.3910, 0.8306)  -0.182
C (-3.0225, -0.1593, 1.1338)  -0.271
C (-3.6821, -0.4555, -0.1950)  -0.333
S (-3.9859, 0.9971, -1.2371)  1.203
C (-4.7562, 2.3203, -0.1797)  -0.356
O (-6.1229, 2.2422, -0.2667)  -0.134
O (-6.4585, 1.0341, 0.4432)  0.003
H (-0.0953, 2.6164, 0.7606)  0.078
H (0.6437, 1.0084, 0.7554)  0.077
H (0.7567, 2.0448, 2.1933)  0.080
H (-1.8601, 1.9027, 2.2478)  0.122
H (-0.9719, 0.4554, 2.7409)  0.129
H (-3.6122, 0.5248, 1.7556)  0.119
H (-2.9571, -1.1082, 1.6793)  0.146
H (-4.6237, -0.9941, -0.1229)  0.103
H (-2.9924, -1.0332, -0.8156)  0.109
H (-2.7217, 1.4690, -1.1832)  0.033
H (-4.4541, 3.2673, -0.6262)  0.129
H (-4.3808, 2.2186, 0.8386)  0.105
H (-7.3941, 0.9525, 0.1965)  0.134
C (2.3787, -4.1184, 1.8143)  -0.052
C (1.4348, -2.9704, 2.0824)  -0.190
O (2.0552, -1.9822, 2.9485)  0.031
C (2.8662, -1.1227, 2.3587)  -0.409
O (3.1037, -1.0303, 1.1896)  0.156
C (3.4733, -0.1603, 3.4088)  -0.550
F (3.8630, -0.8028, 4.5053)  0.183
F (2.5389, 0.7453, 3.7602)  0.148
F (4.5071, 0.4915, 2.8972)  0.183
H (2.7064, -4.5710, 2.7493)  0.089
H (1.8663, -4.8786, 1.2244)  0.087
H (3.2509, -3.7838, 1.2549)  0.083
H (0.5558, -3.2891, 2.6375)  0.123
H (1.1281, -2.4762, 1.1607)  0.119
C (2.3696, 2.3924, -2.5506)  -0.057
C (2.8443, 0.9825, -2.2886)  -0.181
O (1.9773, 0.0272, -2.9543)  0.022
C (2.2178, -0.1901, -4.2377)  -0.406
O (3.0702, 0.2974, -4.9152)  0.183
C (1.2115, -1.2342, -4.7804)  -0.547
F (-0.0400, -0.9641, -4.3676)  0.144
F (1.5338, -2.4538, -4.3323)  0.169
F (1.2179, -1.2507, -6.1033)  0.185
H (1.3191, 2.4835, -2.2689)  0.072
H (2.9512, 3.0985, -1.9579)  0.086
H (2.4751, 2.6614, -3.6004)  0.082
H (2.7655, 0.7135, -1.2375)  0.112
H (3.8700, 0.8251, -2.6170)  0.130


Molecular formula: C13H23IN13S4V
Method: DFT, ωB97M-V with the def2-TZVPD basis set

Computed properties:
Frontier orbital gap (spin up / spin down)   7.50 / 7.14 eV
Multiplicity   2
LUMO energy (spin up / spin down)   -0.0756 / -0.0743 hartree
⟨S²⟩   1.21
Charge   +1

Last column: Mulliken spin population.
Atoms and positions in Å:
V (0.1207, 0.1209, 0.1852)  0.960
N (2.4606, -2.3026, -0.7813)  0.002
C (2.2074, -1.3504, -1.7034)  0.001
N (1.3752, -0.3559, -1.4725)  -0.003
C (1.1980, 0.4039, -2.6196)  0.008
C (1.9128, 0.0091, -3.6915)  -0.001
S (2.8448, -1.3916, -3.2946)  0.001
C (0.2209, 1.4917, -2.5178)  -0.008
C (-0.1782, 2.3302, -3.4931)  -0.001
S (-1.4161, 3.3805, -2.9068)  0.002
C (-1.3166, 2.6104, -1.3785)  0.005
N (-0.4132, 1.6569, -1.2816)  -0.001
N (-2.1540, 2.9323, -0.3658)  0.001
H (2.3495, -2.0196, 0.1928)  0.007
H (3.1859, -2.9746, -0.9715)  0.000
H (1.9280, 0.4217, -4.6816)  0.000
H (0.1625, 2.3815, -4.5086)  0.000
H (-2.6785, 3.7886, -0.4047)  0.000
H (-1.9929, 2.5041, 0.5435)  -0.002
C (-5.9909, -0.1217, -0.7862)  0.000
C (-4.9382, -0.8979, -1.4778)  -0.001
N (-5.1246, -1.7478, -2.4411)  0.000
N (-3.8740, -2.2099, -2.7391)  0.000
C (-2.9087, -1.6743, -1.9821)  -0.004
S (-1.2526, -1.9445, -2.0421)  0.004
N (-3.6031, -0.8173, -1.1594)  0.001
N (-2.9895, -0.0414, -0.1891)  0.005
H (-6.9342, -0.2779, -1.3037)  0.000
H (-5.7584, 0.9434, -0.7822)  0.000
H (-6.1027, -0.4460, 0.2496)  0.000
H (-3.7389, -2.8876, -3.4721)  0.000
H (-3.0470, 0.9459, -0.4213)  -0.002
H (-3.3963, -0.1959, 0.7291)  0.001
N (0.6488, -2.3165, 2.2394)  0.007
N (-0.0608, -1.9461, 1.0439)  -0.002
H (0.1702, -3.0962, 2.6870)  0.000
H (0.5857, -1.5128, 2.8603)  0.001
H (-1.0800, -1.9883, 1.1824)  0.000
H (0.1442, -2.6359, 0.3188)  0.000
I (-1.3072, 1.0079, 2.4727)  -0.007
C (4.5213, -0.7941, 4.3332)  0.000
C (4.7789, -0.4772, 2.8651)  0.000
C (3.6966, 0.3682, 2.2776)  0.002
N (2.7501, -0.0843, 1.5382)  0.007
N (1.8405, 0.8909, 1.1739)  0.023
C (2.1570, 2.0701, 1.6521)  -0.015
N (1.4267, 3.1821, 1.4176)  0.001
S (3.5948, 2.0709, 2.5901)  0.000
H (5.2969, -1.4479, 4.7242)  0.000
H (3.5606, -1.2945, 4.4547)  0.000
H (4.5092, 0.1103, 4.9415)  0.000
H (4.8222, -1.3934, 2.2707)  0.000
H (5.7391, 0.0291, 2.7392)  0.000
H (0.4566, 3.0069, 1.1855)  0.006
H (1.5911, 3.9866, 2.0007)  0.000


Molecular formula: C13H23INPSr
Method: DFT, ωB97M-V with the def2-TZVPD basis set

Computed properties:
Frontier orbital gap   5.83 eV
Multiplicity   1
LUMO energy   -0.0371 hartree

Last column: Löwdin charge in e.
Atoms and positions in Å:
C (-2.6551, 0.1545, -2.3954)  -0.098
C (-2.3623, -1.0462, -1.7443)  -0.055
C (-1.6890, -1.0481, -0.4975)  -0.300
C (-1.2053, 0.1567, -0.0399)  -0.235
C (-1.4010, 1.3458, -0.7172)  -0.394
C (-2.1987, 1.3665, -1.8789)  -0.071
C (-1.4851, -2.3447, 0.2409)  -0.183
C (-0.2951, -3.1536, -0.3643)  -0.191
N (0.9943, -2.5120, -0.3134)  -0.292
Sr (-1.3319, 0.8956, 2.5116)  0.876
C (-0.7720, 2.6106, -0.1429)  -0.363
P (0.7730, 2.1722, 0.8313)  0.764
H (-2.6840, -2.0048, -2.1580)  0.107
H (-2.4237, 2.3239, -2.3611)  0.102
H (-3.2306, 0.1412, -3.3252)  0.098
H (-1.4560, 3.1364, 0.5682)  0.070
H (-0.4804, 3.3391, -0.9166)  0.089
H (-1.3056, -2.1846, 1.3245)  -0.061
H (-2.3754, -2.9956, 0.1750)  0.114
H (-0.1818, -4.1054, 0.1819)  0.117
C (1.3206, 3.8593, 1.2795)  -0.318
C (1.8860, 1.8346, -0.5743)  -0.269
H (-0.5318, -3.3603, -1.4267)  0.118
C (1.5254, -1.8473, -1.4678)  -0.102
C (1.8480, -2.6993, 0.8283)  -0.103
H (0.2534, 1.9201, 4.2666)  0.024
H (2.0290, -2.5601, -2.1479)  0.079
H (0.7140, -1.3492, -2.0251)  0.081
H (2.2607, -1.0955, -1.1490)  0.063
H (2.4772, -3.6052, 0.7276)  0.078
H (2.5347, -1.8447, 0.9212)  0.076
H (1.2614, -2.7668, 1.7591)  0.013
H (2.0403, 2.7422, -1.1781)  0.052
H (2.8507, 1.4900, -0.1694)  0.046
H (1.4883, 1.0337, -1.2112)  0.029
H (1.3950, 4.5228, 0.4020)  0.046
H (0.6037, 4.2628, 2.0085)  0.029
H (2.2974, 3.7677, 1.7733)  0.040
H (0.2325, 1.2397, 4.5633)  0.001
I (-0.7209, -1.7921, 3.8411)  -0.075


Molecular formula: C13H23N3O6
Method: DFT, ωB97M-V with the def2-TZVPD basis set

Computed properties:
SMILES   [H]/N=C/CNC(=O)ONCC.O=C1CCCO1.O=C1CCCO1
Frontier orbital gap   9.74 eV
Multiplicity   1
LUMO energy   0.0097 hartree

Last column: Löwdin charge in e.
Atoms and positions in Å:
C (0.4806, 4.2577, 1.2681)  -0.080
C (-0.3086, 3.0972, 0.6363)  -0.245
N (0.5581, 1.9252, 0.5542)  -0.030
O (-0.0955, 0.9573, -0.2821)  -0.044
C (0.7597, 0.5302, -1.2847)  -0.506
O (0.3880, 0.6360, -2.4185)  0.135
N (1.9284, -0.1693, -0.9045)  0.061
C (3.1013, 0.6148, -0.5019)  -0.201
C (3.6612, 1.4030, -1.6533)  -0.232
N (4.0938, 2.5862, -1.4626)  0.089
H (0.2023, 5.2066, 0.8087)  0.071
H (1.5492, 4.0783, 1.1200)  0.072
H (0.3022, 4.3065, 2.3447)  0.065
H (-0.6499, 3.3429, -0.3687)  0.119
H (-1.2067, 2.8865, 1.2351)  0.111
H (0.6182, 1.4779, 1.4655)  0.121
H (1.6687, -0.8314, -0.1751)  0.074
H (3.8617, -0.1083, -0.1805)  0.127
H (2.9474, 1.3136, 0.3219)  0.094
H (3.6931, 0.9199, -2.6376)  0.119
H (4.4736, 2.9718, -2.3264)  0.042
O (-5.6711, -1.5760, -3.6780)  0.115
C (-4.4803, -1.5931, -3.5659)  -0.497
O (-3.7619, -0.4922, -3.2566)  0.027
C (-2.3481, -0.7853, -3.2750)  -0.148
C (-2.2575, -2.2937, -3.0756)  -0.151
C (-3.5449, -2.7768, -3.7399)  -0.079
H (-1.9448, -0.4693, -4.2385)  0.130
H (-1.8676, -0.2105, -2.4932)  0.098
H (-1.3482, -2.7206, -3.4930)  0.116
H (-2.2822, -2.5265, -2.0097)  0.116
H (-3.4179, -2.9516, -4.8096)  0.129
H (-3.9726, -3.6644, -3.2824)  0.122
O (1.2427, -1.9696, 1.3243)  0.106
C (0.9515, -1.8341, 2.4806)  -0.474
O (1.8810, -1.7481, 3.4485)  0.038
C (1.2511, -1.6875, 4.7441)  -0.143
C (-0.1604, -1.1784, 4.4744)  -0.147
C (-0.4349, -1.7477, 3.0829)  -0.066
H (1.2572, -2.6921, 5.1707)  0.128
H (1.8403, -1.0304, 5.3778)  0.126
H (-0.8751, -1.4861, 5.2339)  0.117
H (-0.1581, -0.0883, 4.4339)  0.116
H (-0.8488, -2.7568, 3.1213)  0.135
H (-1.0760, -1.1237, 2.4661)  0.125


Molecular formula: C13H23N4O2Re
Method: DFT, ωB97M-V with the def2-TZVPD basis set

Computed properties:
Frontier orbital gap (spin up / spin down)   8.54 / 7.92 eV
Multiplicity   2
LUMO energy (spin up / spin down)   -0.3617 / -0.3844 hartree
⟨S²⟩   0.75
Charge   +3

Last column: Mulliken spin population.
Atoms and positions in Å:
Re (-0.0345, 0.8003, 0.2043)  0.903
N (-2.0321, 1.5843, -0.2162)  -0.001
C (-2.0731, 3.0748, -0.4587)  -0.030
C (-0.6881, 3.5942, -0.8032)  -0.014
N (0.3179, 3.0749, 0.1709)  -0.004
C (0.1004, 3.6548, 1.5332)  0.000
C (0.6449, 2.6999, 2.5690)  0.006
N (0.0218, 1.3590, 2.3198)  0.013
C (1.7183, 3.3772, -0.2767)  -0.025
C (2.3477, 2.1644, -0.9261)  0.033
N (2.1125, 0.9872, -0.0252)  0.013
H (-2.3085, 1.1219, -1.0831)  0.001
H (-2.7665, 1.3413, 0.4473)  0.003
H (-2.4729, 3.5443, 0.4360)  0.000
H (-2.7692, 3.2961, -1.2661)  -0.001
H (-0.6926, 4.6874, -0.8115)  0.004
H (-0.3874, 3.2583, -1.7983)  0.013
H (-0.9662, 3.7910, 1.7013)  0.000
H (0.5628, 4.6406, 1.6095)  0.000
H (0.4164, 3.0448, 3.5771)  0.000
H (1.7267, 2.5880, 2.5006)  0.001
H (-0.9053, 1.3501, 2.7436)  0.000
H (0.5446, 0.6539, 2.8389)  0.001
H (2.3014, 3.6585, 0.6006)  0.000
H (1.7294, 4.2353, -0.9500)  -0.006
H (3.4143, 2.3229, -1.0863)  0.000
H (1.8935, 1.9311, -1.8900)  0.010
H (2.6992, 1.0651, 0.8051)  -0.002
H (2.4431, 0.1495, -0.5041)  0.005
O (1.9168, -2.9883, -1.1709)  0.000
C (1.1120, -3.7693, -1.0713)  0.000
O (-0.1791, -0.8388, -0.1443)  0.076
C (0.1633, -4.7613, -0.9657)  0.001
C (-1.1451, -4.4719, -0.5157)  0.002
C (-2.0364, -5.5119, -0.4399)  0.000
C (-1.6411, -6.8046, -0.8016)  0.000
C (-0.3496, -7.0835, -1.2448)  0.000
C (0.5732, -6.0672, -1.3344)  0.000
H (-1.4174, -3.4620, -0.2434)  -0.002
H (-3.0472, -5.3354, -0.1003)  0.000
H (-2.3605, -7.6110, -0.7352)  0.000
H (-0.0703, -8.0914, -1.5181)  0.000
H (1.5828, -6.2547, -1.6762)  0.000


Molecular formula: C13H23N4O4PS
Method: DFT, ωB97M-V with the def2-TZVPD basis set

Computed properties:
Frontier orbital gap   2.09 eV
Multiplicity   1
LUMO energy   -0.1010 hartree

Last column: Löwdin charge in e.
Atoms and positions in Å:
C (1.4133, -0.9664, -1.2049)  -0.074
C (2.4363, 0.0673, -0.5842)  -0.204
N (1.8420, 1.4053, -0.3434)  -0.116
C (1.9703, 2.3181, -1.4840)  -0.155
C (0.6833, 2.3433, -2.3945)  -0.068
N (-0.5516, 2.4278, -1.5702)  -0.102
C (-1.0899, 3.6330, -1.3689)  0.002
C (-2.2374, 3.8325, -0.5587)  0.090
C (-2.7202, 2.5773, 0.0140)  -0.233
O (-3.7928, 2.5051, 0.8671)  -0.075
N (-3.5355, 3.3546, 2.0130)  0.041
O (-3.4524, 2.7072, 2.9629)  0.163
C (-2.0178, 1.3990, -0.3624)  -0.333
P (-2.6155, -0.2548, 0.3369)  0.396
S (-2.7264, -1.4988, -1.1448)  0.161
N (-0.9537, 1.2565, -1.1328)  0.155
C (2.2948, 1.9939, 0.9105)  -0.474
C (3.6752, 2.7060, 0.9698)  0.011
O (1.5607, 1.9136, 1.8453)  0.117
H (1.7254, -1.9995, -0.9119)  0.079
H (1.4293, -0.9494, -2.3164)  0.068
H (0.3978, -0.8432, -0.7785)  0.033
H (3.3451, 0.0739, -1.2311)  0.114
H (2.6921, -0.3565, 0.4173)  0.133
H (2.1634, 3.3701, -1.1605)  0.118
H (2.8244, 1.9871, -2.1261)  0.131
H (0.7611, 3.2099, -3.0893)  0.130
H (0.6513, 1.4080, -2.9910)  0.133
H (-0.6292, 4.5136, -1.8461)  0.150
H (-2.6806, 4.8145, -0.3514)  0.129
H (-1.5563, -0.6291, 1.2257)  0.011
H (-3.8309, -0.1170, 1.0501)  -0.012
H (3.9133, 2.8716, 2.0378)  0.092
H (4.4083, 2.0412, 0.4588)  0.093
H (3.5771, 3.6596, 0.4071)  0.076
C (-0.5423, -5.0860, 2.4583)  -0.116
C (-0.7545, -4.5330, 1.0336)  -0.708
C (-1.2511, -5.6723, 0.1207)  -0.109
O (0.4343, -4.0932, 0.5632)  -0.281
H (0.1981, -5.8896, 2.4777)  0.063
H (-0.2092, -4.2997, 3.1418)  0.054
H (-1.4807, -5.4941, 2.8618)  0.053
H (-1.6045, -3.8131, 1.1101)  0.089
H (-0.5331, -6.4946, 0.0680)  0.064
H (-1.4328, -5.3130, -0.8958)  0.055
H (-2.1982, -6.0865, 0.4955)  0.055


> Which formula does entry 2 have?

C13H23IN13S4V